Molecular formula: C10H16
Method: DFT, the ωB97M-V functional and the def2-TZVPD basis

Properties
- SMILES string: Cc1ccccc1.CCC
- Total charge: 0
- Energy above the lowest of the compared OMol25 structures with the same formula, charge and spin: 58.8 kJ/mol
- Strongest force on any atom: 3.82 eV/A
- HOMO-LUMO gap: 10.104 eV

Each line ends with the Mulliken charge.
CARTESIAN COORDINATES (ANGSTROEM)
1 C 0.0305 -0.8694 -3.3193  -1.33
2 C 0.6715 -1.0563 -1.9178  0.58
3 C 0.0430 -1.6729 -0.8412  -0.23
4 C 0.6922 -1.8437 0.4277  -0.63
5 C 2.0229 -1.4083 0.5784  -0.41
6 C 2.6144 -0.7866 -0.4807  -0.48
7 C 1.9792 -0.6513 -1.7242  -0.29
8 H 0.6104 -1.5000 -4.0116  0.33
9 H 0.1624 0.1732 -3.5867  0.33
10 H -1.0640 -1.1534 -3.3648  0.31
11 H -0.9847 -1.9685 -0.9399  0.33
12 H 0.1779 -2.3617 1.2347  0.36
13 H 2.5115 -1.5608 1.5383  0.39
14 H 3.6344 -0.4453 -0.4010  0.37
15 H 2.5298 -0.1665 -2.5313  0.34
16 C -0.3712 2.0205 2.4626  -1.21
17 C -1.1589 1.4378 1.2499  0.42
18 C -2.6654 1.2082 1.4497  -1.28
19 H -0.4458 1.3621 3.3005  0.33
20 H -0.8184 3.0284 2.6785  0.34
21 H 0.6952 2.1525 2.2156  0.30
22 H -1.0879 2.0635 0.3971  0.32
23 H -0.6413 0.4742 1.0093  -0.21
24 H -2.8273 0.6498 2.4307  0.27
25 H -3.2321 2.1283 1.5092  0.35
26 H -3.0783 0.7464 0.6363  0.40

Atoms 1-6, force components in eV/Å:
-0.202 -0.788 1.139
-0.435 -0.315 -0.556
0.541 0.084 1.579
0.063 0.132 -1.695
-1.799 -0.677 0.788
0.648 0.246 -1.359

Molecular formula: C10H16
Method: DFT, the ωB97M-V functional and the def2-TZVPD basis

Properties
- SMILES string: Cc1ccccc1.CCC
- Total charge: 0
- Energy above the lowest of the compared OMol25 structures with the same formula, charge and spin: 48.3 kJ/mol
- Strongest force on any atom: 1.25 eV/A
- HOMO-LUMO gap: 10.067 eV

Each line ends with the Mulliken charge.
CARTESIAN COORDINATES (ANGSTROEM)
1 C 0.7391 2.0269 -2.7127  -1.45
2 C 0.3048 0.6600 -2.2552  0.76
3 C 0.2228 0.4065 -0.8960  -0.27
4 C -0.2442 -0.8050 -0.4145  0.07
5 C -0.5812 -1.8104 -1.3218  -0.74
6 C -0.3990 -1.5761 -2.6735  -0.30
7 C 0.0293 -0.3442 -3.1720  -0.67
8 H 0.5099 2.2032 -3.7655  0.37
9 H 1.8320 2.1023 -2.6617  0.29
10 H 0.3576 2.8786 -2.1600  0.36
11 H 0.5589 1.1780 -0.2068  0.34
12 H -0.2044 -1.0271 0.6439  0.18
13 H -0.8124 -2.8296 -1.0200  0.35
14 H -0.6297 -2.4283 -3.3074  0.32
15 H 0.1459 -0.2585 -4.2403  0.36
16 C -0.9003 -0.2831 4.5862  -1.24
17 C -0.4186 0.2940 3.2511  0.24
18 C 1.0680 0.6749 3.3205  -1.14
19 H -1.3808 0.4306 5.2633  0.32
20 H -0.1026 -0.7070 5.2021  0.31
21 H -1.6527 -1.0739 4.4620  0.34
22 H -0.5344 -0.5343 2.5480  -0.08
23 H -1.0321 1.1206 2.9077  0.33
24 H 1.6053 -0.0804 3.8947  0.34
25 H 1.5231 0.7075 2.3339  0.28
26 H 1.1801 1.5828 3.9179  0.33

Atoms 1-6, force components in eV/Å:
0.860 0.053 -0.709
0.030 0.826 -0.516
-0.212 -0.065 0.450
0.433 -0.546 -0.159
0.648 0.141 0.102
-0.361 -0.377 -0.142

Molecular formula: C10H16
Method: DFT, the ωB97M-V functional and the def2-TZVPD basis

Properties
- SMILES string: CCc1ccccc1.CC
- Total charge: 0
- Energy above the lowest of the compared OMol25 structures with the same formula, charge and spin: 118.4 kJ/mol
- Strongest force on any atom: 3.04 eV/A
- HOMO-LUMO gap: 10.030 eV

Each line ends with the Mulliken charge.
CARTESIAN COORDINATES (ANGSTROEM)
1 C 0.3486 1.0285 2.7612  -1.00
2 C -0.9644 0.2188 2.6627  -0.89
3 C -1.1876 -0.3713 1.2533  1.05
4 C -2.3781 -0.0594 0.6195  -0.74
5 C -2.7420 -0.8207 -0.4992  -0.13
6 C -1.9728 -1.8703 -1.0117  -0.67
7 C -0.7717 -2.1406 -0.3424  -0.40
8 C -0.5149 -1.5314 0.8540  -0.49
9 H 0.2849 2.0144 2.2684  0.28
10 H 1.1494 0.4655 2.3006  0.30
11 H 0.4310 1.3614 3.8355  0.32
12 H -1.0252 -0.5450 3.4694  0.36
13 H -1.8249 0.8106 2.9291  0.38
14 H -2.9943 0.8201 0.8006  0.31
15 H -3.6025 -0.4364 -1.1055  0.25
16 H -2.1857 -2.2307 -2.0081  0.36
17 H -0.1867 -2.9598 -0.7639  0.38
18 H 0.3452 -1.7403 1.4869  0.32
19 C 2.5059 0.7043 -3.1293  -0.88
20 C 2.3485 1.3084 -1.7418  -0.56
21 H 2.6931 1.4989 -3.8381  0.26
22 H 3.4790 0.1715 -3.1906  0.24
23 H 1.7716 -0.0017 -3.4738  0.32
24 H 3.1961 0.9494 -1.0933  0.23
25 H 1.3847 0.9653 -1.3732  0.04
26 H 2.4127 2.3904 -1.6705  0.34

Atoms 1-6, force components in eV/Å:
-1.406 1.098 1.182
0.646 -0.084 -0.522
-1.713 -0.935 2.326
0.044 -0.273 -1.761
-0.857 0.762 -1.207
0.465 1.826 0.547

Molecular formula: C10H16AuBaClS
Method: DFT, the ωB97M-V functional and the def2-TZVPD basis

Properties
- Total charge: -2
- Energy above the lowest of the compared OMol25 structures with the same formula, charge and spin: 123.5 kJ/mol
- ⟨S²⟩: 2.0138
- Strongest force on any atom: 6.07 eV/A
- Spin multiplicity: 3
- HOMO-LUMO gap (alpha / beta): 5.411 / 4.692 eV

Each line ends with the Löwdin spin population.
CARTESIAN COORDINATES (ANGSTROEM)
1 Au 0.1520 -0.2004 -0.2165  0.34
2 Cl -1.4028 4.5874 -1.2984  0.00
3 C -1.8973 0.1551 0.1012  0.33
4 H -2.2683 -0.0105 1.0931  0.02
5 H -2.3556 -0.5611 -0.5921  0.03
6 H -2.1669 1.1806 -0.2377  0.01
7 Ba 0.2822 0.3458 -3.3404  0.09
8 C 2.8780 1.0146 -3.8464  0.00
9 C -1.2680 0.0132 -5.5704  0.00
10 C 0.7430 -1.6481 -1.8534  0.76
11 H -1.6452 -0.9891 -5.5021  0.00
12 H -2.0458 0.7432 -5.4302  0.00
13 H -0.7257 0.1758 -6.4828  0.00
14 H 3.5101 0.2162 -3.4119  0.00
15 H 3.0679 1.0827 -4.9446  0.00
16 H 3.1199 1.9882 -3.3630  0.00
17 H 0.0440 -2.5525 -1.7550  0.05
18 H 1.6977 -2.2467 -1.4561  0.05
19 S 0.1670 1.4239 1.4714  0.21
20 C 0.1174 0.5378 2.9404  0.02
21 C 1.1088 -0.4029 3.1790  0.03
22 C 1.0523 -1.2216 4.3150  0.00
23 C -0.0389 -1.0913 5.2134  0.03
24 C -1.0808 -0.1794 4.9334  0.00
25 C -0.9871 0.6442 3.7902  0.03
26 H 1.8972 -0.5195 2.4581  0.00
27 H 1.8469 -1.9516 4.5038  0.00
28 H -0.0736 -1.7311 6.1062  0.00
29 H -1.9331 -0.1238 5.6171  0.00
30 H -1.7952 1.3209 3.5782  0.00

Atoms 1-6, force components in eV/Å:
0.945 -0.564 -0.545
-0.024 -0.092 -0.099
-1.736 0.455 -1.530
0.067 -0.108 0.617
-0.161 -0.047 0.102
0.344 -0.582 0.325

Among the records above, which one has the highest energy above the lowest of the compared OMol25 structures with the same formula, charge and spin? C10H16AuBaClS

Look up the strongest force on any atom of the first one. 3.82 eV/A

What is the formula in the fourth record? C10H16AuBaClS